[1]
The following is a quantum chemistry calculation of the molecule CH2NP at a distorted geometry, from the OMol25 dataset.

Last column: natural (NBO) charge in e.
Geometry (Å):
1 C -1.2670 1.1292 -0.8142  -0.853
2 N 0.9807 -0.7250 0.6113  -1.163
3 P 0.0361 0.4366 0.0388  1.334
4 H -1.7404 -0.0365 -0.7734  0.238
5 H 1.9907 -0.8042 0.9375  0.443

Cartesian forces (eV/Å) of the 3 atoms listed first:
C 1.152 -2.586 1.202
N 0.056 2.776 -0.496
P -0.040 -2.618 0.072

Properties
- LUMO energy: -1.615 eV
- SMILES: C#P=N
- Total charge: 0
- Orbital gap: 7.4 eV

=====

[2]
The following is a quantum chemistry calculation of a cluster of 2 separate species, CH2NP in total at a distorted geometry, from the OMol25 dataset.

Last column: natural (NBO) charge in e.
Geometry (Å):
1 C -1.4094 0.0008 0.0167  0.055
2 N -2.4959 0.2909 -0.1613  -0.475
3 P 1.1426 -0.7298 0.0751  0.467
4 H 1.4393 0.1617 -0.9629  -0.025
5 H 1.3234 0.2763 1.0324  -0.022

Cartesian forces (eV/Å) of the 3 atoms listed first:
C 5.076 -1.388 0.159
N -1.838 0.494 -0.196
P -3.232 0.522 0.076

Properties
- LUMO energy: -2.428 eV
- Total charge: 0
- Orbital gap: 8.9 eV

=====

[3]
The following is a quantum chemistry calculation of the molecule CH2O2 at a distorted geometry, from the OMol25 dataset.

Last column: natural (NBO) charge in e.
Geometry (Å):
1 O -0.9199 0.0247 -0.7231  -0.639
2 C -0.0200 0.0330 0.3178  0.562
3 O 0.7643 -0.8501 0.6418  -0.552
4 H 0.0906 0.9568 0.8903  0.124
5 H 0.0849 -0.1643 -1.1268  0.505

Cartesian forces (eV/Å) of the 3 atoms listed first:
O 5.131 -0.705 -0.388
C 0.972 -0.461 3.477
O -1.542 0.818 -1.328

Properties
- LUMO energy: 0.644 eV
- SMILES: O=CO
- Total charge: 0
- Orbital gap: 11.8 eV

=====

[4]
The following is a quantum chemistry calculation of the molecule CH2O2S at a distorted geometry, from the OMol25 dataset.

Last column: natural (NBO) charge in e.
Geometry (Å):
1 C 0.0414 0.3315 0.0260  -0.320
2 O -0.0196 -0.9706 0.5251  -0.125
3 O 0.4772 -1.7744 -0.3197  -0.171
4 S -1.6452 0.8924 -0.0665  0.151
5 H 0.6229 1.1461 0.7004  0.237
6 H 0.5233 0.3751 -0.8653  0.227

Cartesian forces (eV/Å) of the 3 atoms listed first:
C -1.367 3.426 3.476
O 0.213 0.342 1.849
O 0.924 -1.883 -1.373

Properties
- LUMO energy (spin up / spin down): -0.745 / -2.483 eV
- Total charge: 0
- Orbital gap (spin up / spin down): 9.4 / 7.2 eV

=====

[5]
The following is a quantum chemistry calculation of the molecule CH2O3 at a distorted geometry, from the OMol25 dataset.

Last column: natural (NBO) charge in e.
Geometry (Å):
1 C -0.7763 -0.2439 -0.1053  0.616
2 O -1.9506 -0.4665 -0.0225  -0.529
3 O 1.2243 0.6719 -0.2044  -0.421
4 O -0.0902 0.9049 0.2480  -0.251
5 H 1.7465 0.2340 0.6256  0.466
6 H -0.1536 -1.1003 -0.5414  0.119

Cartesian forces (eV/Å) of the 3 atoms listed first:
C -0.648 -2.340 -0.925
O 0.728 1.536 0.562
O 2.620 -1.069 2.424

Properties
- LUMO energy: 0.341 eV
- SMILES: O=COO
- Total charge: 0
- Orbital gap: 11.4 eV

=====

[6]
The following is a quantum chemistry calculation of the ion CH2O3P2 with charge -2 at a distorted geometry, from the OMol25 dataset.

Last column: natural (NBO) charge in e.
Geometry (Å):
1 C -1.9115 0.6275 -0.7566  -1.282
2 O 2.0738 -1.1400 1.5854  -1.163
3 O 2.7362 -1.0368 -0.7896  -1.190
4 O 0.1510 1.3241 1.3370  -1.152
5 P 0.1322 0.9147 -0.0888  1.024
6 P 1.6293 -1.1283 0.2084  1.485
7 H -1.9767 -0.2581 -1.4572  0.138
8 H -2.8342 0.6968 -0.0386  0.139

Cartesian forces (eV/Å) of the 3 atoms listed first:
C 2.052 0.145 0.937
O 0.677 -0.320 3.463
O 0.401 -0.143 -1.087

Properties
- LUMO energy (spin up / spin down): 7.253 / 7.253 eV
- SMILES: C=P([O-])=P(=O)[O-]
- Total charge: -2
- Orbital gap (spin up / spin down): 5.7 / 5.7 eV